Record 1
C3H9N4 | wB97M-V/def2-TZVPD

Values from the calculation:
ΔE to the lowest compared entry with this formula, charge and spin: 114.3 kcal/mol
2S+1: 1
Maximum force: 4.82 eV Å⁻¹
SMILES: [H]/N=[N+](/N)C/N=C\C
Total charge: +1
HOMO-LUMO gap (alpha / beta): 8.82 / 8.82 eV

Geometry (Å):
1 H 0.6489 -1.8575 1.0185
2 N 0.9933 -0.8941 1.4117
3 N 1.2253 0.0948 0.6725
4 N 1.6318 1.2924 1.1774
5 C 1.1445 0.0714 -0.8162
6 N -0.0362 0.6988 -1.2653
7 C -1.1748 0.1552 -1.1772
8 C -1.5147 -1.2409 -0.6275
9 H 2.0408 1.9136 0.4619
10 H 1.8597 1.3197 2.2290
11 H 1.3707 -0.9584 -1.1747
12 H 2.0035 0.7494 -1.2127
13 H -1.9555 0.7248 -1.5123
14 H -2.0405 -1.1259 0.4367
15 H -2.1618 -1.7708 -1.2040
16 H -0.5306 -1.7532 -0.5573

Force components x, y, z for each atom (eV/Å):
H 0.9 2.8 -0.2
N 0.0 0.6 -0.1
N 0.5 -1.7 1.1
N -0.1 -1.2 1.1
C 2.1 0.7 -1.7
N -0.7 0.6 -0.1
C 1.0 -2.6 1.2
C 2.2 2.6 3.4
H -0.3 -0.5 0.9
H -0.5 -0.1 -2.4
H -0.4 0.5 0.5
H -1.1 -1.4 0.9
H -2.1 1.4 -1.0
H 1.3 -0.2 -2.1
H -1.9 -1.4 -1.9
H -1.0 -0.2 0.2

These are the Löwdin partial charges, in e, on atoms 1 to 8:
1. H 0.156
2. N 0.226
3. N -0.226
4. N 0.180
5. C -0.179
6. N 0.043
7. C -0.130
8. C -0.026


Record 2
C26H31N3O6P | wB97M-V/def2-TZVPD

Values from the calculation:
2S+1: 1
Maximum force: 3.88 eV Å⁻¹
Total charge: -1
HOMO-LUMO gap: 2.11 eV

Geometry (Å):
1 C 0.8629 -3.1322 1.0203
2 C -0.7262 -3.2364 0.9338
3 C -1.2821 -3.2891 -0.5625
4 C -1.9088 -1.8781 -1.0340
5 C -0.6586 -0.8760 -1.0416
6 C -0.4977 -0.0715 0.2001
7 C 0.6623 0.8578 0.3189
8 C 0.9174 1.7071 1.6096
9 N 0.3607 1.1316 2.8513
10 C -0.7265 1.9500 3.4342
11 C 1.5999 0.9002 -0.8694
12 C 2.9023 1.7918 -0.9030
13 C 4.1390 0.7692 -0.7173
14 C 4.4644 0.5971 0.8037
15 O 4.0138 -0.3062 1.4871
16 N 5.3304 1.5899 1.4655
17 C 4.5532 2.3822 2.4361
18 C 4.2507 3.7894 2.0312
19 C 3.4741 4.6132 2.9788
20 C 3.0448 4.0689 4.2966
21 C 3.3555 2.6727 4.7182
22 C 4.1059 1.8295 3.7412
23 C 1.3358 0.0944 -2.0731
24 N 0.2279 -0.7655 -2.1359
25 P 0.0531 -1.7021 -3.6444
26 O 1.2520 -1.5192 -4.5526
27 H 1.2770 -3.9934 1.6312
28 H 1.1831 -2.2018 1.5862
29 H 1.3816 -3.0933 0.0240
30 H -1.0130 -4.1917 1.4705
31 H -1.1393 -2.3664 1.5201
32 H -0.3593 -3.4204 -1.2116
33 H -2.0452 -4.0931 -0.7210
34 H -2.6297 -1.5159 -0.2418
35 H -2.4175 -1.9682 -2.0532
36 H -1.2102 -0.1323 1.0586
37 H 2.0414 1.7638 1.7533
38 H 0.5152 2.7480 1.4804
39 H 0.0907 0.1537 2.7498
40 H -0.8219 1.7022 4.5366
41 H -0.5147 3.0537 3.3751
42 H -1.7363 1.7531 2.9567
43 H 2.8645 2.5277 -0.0515
44 H 3.0433 2.2662 -1.9086
45 H 3.7934 -0.2454 -1.0789
46 H 5.0282 1.0356 -1.3491
47 H 6.0147 1.0287 1.9917
48 H 4.6170 4.1428 1.0306
49 H 3.2233 5.6589 2.6508
50 H 2.4735 4.7354 4.9935
51 H 3.0099 2.2804 5.7081
52 H 4.3382 0.7749 4.0429
53 H 2.0555 0.1778 -2.9327
54 H -0.0899 -3.0922 -3.3108
55 H -1.0894 -1.2432 -4.3708
56 C -7.0641 -2.0663 -2.4073
57 C -5.6989 -2.0900 -2.3085
58 C -4.9787 -1.4552 -3.5030
59 O -3.7413 -1.3242 -3.5441
60 C -5.7634 -0.9973 -4.6244
61 C -7.1411 -0.9813 -4.7397
62 C -7.8728 -1.5206 -3.4977
63 O -9.0964 -1.5214 -3.3745
64 O -7.8226 -0.5859 -5.7080
65 O -4.9905 -2.5596 -1.3654
66 H -7.6578 -2.4856 -1.6010
67 H -5.1624 -0.6270 -5.4495

Force components x, y, z for each atom (eV/Å):
C 0.1 0.2 0.8
C 0.4 -0.5 -0.1
C 0.5 1.2 0.2
C 1.8 -0.1 0.1
C -1.3 0.6 1.7
C 3.0 1.1 -2.1
C -0.8 -1.7 -2.2
C 0.7 -0.8 -0.3
N -0.4 1.0 -0.5
C -0.8 -0.3 0.7
C -1.6 -0.8 -0.8
C -0.1 -1.5 0.3
C -0.3 -0.5 0.3
C -0.3 -0.7 0.5
O 0.3 0.8 -1.4
N -0.5 0.0 0.3
C -1.1 1.8 1.2
C -0.9 -1.7 2.8
C 0.6 -2.1 0.2
C 1.0 -1.3 -1.2
C 0.9 1.5 -3.4
C -0.5 2.2 0.0
C 0.0 1.5 3.0
N 0.0 0.8 2.0
P 1.3 -0.4 -3.2
O -1.2 0.1 1.9
H -0.4 0.9 -0.9
H -0.4 -1.0 -0.7
H -0.6 -0.2 0.9
H 0.1 1.2 -0.6
H 0.1 -1.0 -0.7
H -1.2 -0.5 0.6
H 0.7 0.8 0.1
H 0.6 -0.3 -1.3
H 0.0 0.4 1.1
H 0.5 -0.2 -1.3
H -1.2 0.1 -0.3
H 0.4 -0.9 -0.1
H 0.1 0.4 0.0
H 0.1 0.3 -1.2
H 0.0 -1.2 -0.1
H 1.0 0.4 0.4
H 0.1 -0.5 -1.2
H -0.4 -0.2 1.1
H 0.4 1.1 0.5
H -0.7 0.1 1.0
H -0.4 0.3 -0.2
H -0.5 -0.3 1.3
H 0.2 -1.2 0.7
H 0.6 -0.7 -0.8
H 0.5 0.4 -1.2
H -0.2 1.2 -0.6
H -1.2 -0.5 0.8
H -0.3 1.0 0.4
H -0.1 -0.2 1.2
C -1.0 0.0 -0.2
C 0.8 0.0 0.0
C -1.6 0.7 -1.8
O 1.6 -0.3 0.6
C 1.9 -0.2 0.6
C -1.4 0.0 -0.2
C 0.4 -0.7 1.6
O -0.1 0.3 -0.7
O 0.5 -0.1 0.3
O 0.1 0.1 0.0
H 0.1 0.0 0.1
H -0.1 0.1 -0.1

These are the Löwdin partial charges, in e, on atoms 1 to 8:
1. C -0.121
2. C -0.231
3. C -0.168
4. C -0.111
5. C -0.123
6. C 0.065
7. C -0.035
8. C -0.171


Record 3
C31H54N3OP2Pb | wB97M-V/def2-TZVPD

Values from the calculation:
2S+1: 1
Maximum force: 3.32 eV Å⁻¹
Total charge: +1
HOMO-LUMO gap: 5.38 eV

Geometry (Å):
1 C -2.1243 1.0994 0.9512
2 C -1.6998 -1.1964 0.6374
3 C -3.4678 0.8370 1.2739
4 C -3.0863 -1.4826 0.7799
5 C -3.9336 -0.4729 1.2004
6 H -4.1110 1.6484 1.6345
7 H -3.3669 -2.5343 0.7171
8 H -4.9729 -0.7185 1.4049
9 N -1.2639 0.1138 0.6715
10 P -0.2766 2.8796 -0.2177
11 P 0.9420 -2.1196 1.0259
12 C -1.6364 2.5543 0.9661
13 H -2.4737 3.2290 0.7402
14 H -1.2916 2.8147 1.9714
15 C -0.7600 -2.2580 0.6119
16 H -1.0900 -3.1739 0.0885
17 C 2.0295 -3.3451 -0.0788
18 C 0.4764 -2.8736 2.7184
19 C -1.1530 3.0778 -1.9058
20 C 0.4168 4.4717 0.5446
21 C 2.8183 -2.5515 -1.1446
22 H 3.6331 -1.9711 -0.6913
23 H 3.2719 -3.2653 -1.8517
24 H 2.1937 -1.8652 -1.7222
25 C 3.0783 -4.0420 0.8016
26 H 3.6792 -3.3003 1.3441
27 H 2.6403 -4.7407 1.5214
28 H 3.7593 -4.6093 0.1466
29 C 1.1149 -4.3479 -0.7791
30 H 1.7462 -5.1111 -1.2677
31 H 0.4274 -4.8599 -0.0931
32 H 0.5347 -3.8533 -1.5693
33 C 1.7171 -2.8140 3.6050
34 H 1.9679 -1.7670 3.8302
35 H 1.4451 -3.3290 4.5371
36 H 2.5839 -3.3052 3.1433
37 C -0.6369 -2.0188 3.3711
38 H -0.4384 -0.9434 3.2443
39 H -1.6257 -2.2503 2.9496
40 H -0.6555 -2.2672 4.4417
41 C -0.0254 -4.3121 2.5131
42 H -0.9999 -4.3357 1.9974
43 H 0.6760 -4.9594 1.9572
44 H -0.1580 -4.7289 3.5259
45 C 1.4675 5.0064 -0.4394
46 H 1.9929 5.8483 0.0316
47 H 2.2217 4.2371 -0.6707
48 H 1.0313 5.3676 -1.3810
49 C 1.1200 4.1453 1.8765
50 H 0.4714 3.6417 2.6007
51 H 2.0269 3.5515 1.7303
52 H 1.4223 5.1010 2.3301
53 C -0.6792 5.4999 0.8607
54 H -1.4407 5.0967 1.5427
55 H -0.1996 6.3531 1.3628
56 H -1.1784 5.8869 -0.0315
57 C -2.2475 2.0069 -2.0242
58 H -3.1028 2.1864 -1.3616
59 H -2.6314 1.9954 -3.0551
60 H -1.8464 1.0072 -1.8135
61 C -0.1404 2.8249 -3.0368
62 H 0.3337 1.8327 -2.9402
63 H -0.6969 2.8422 -3.9909
64 H 0.6321 3.6092 -3.0810
65 C -1.7707 4.4711 -2.0612
66 H -2.4876 4.7236 -1.2653
67 H -1.0074 5.2589 -2.1283
68 H -2.3238 4.4958 -3.0149
69 Pb 1.3598 0.6446 -0.0202
70 C 1.0848 0.8352 2.5946
71 O 1.3967 1.1206 3.6597
72 N 0.1913 -0.6613 -2.0663
73 C -0.5326 -1.5178 -2.3869
74 C -1.5828 -2.3223 -3.0458
75 C -2.1271 -3.5492 -2.3083
76 C -2.7395 -1.3435 -3.2243
77 C -0.8844 -2.7379 -4.3327
78 H -1.3817 -4.3105 -2.0675
79 H -2.6743 -3.2795 -1.4007
80 H -2.8591 -4.0244 -2.9718
81 H -2.3991 -0.4623 -3.7839
82 H -3.5633 -1.8252 -3.7588
83 H -3.1059 -1.0377 -2.2288
84 H -1.5811 -3.1962 -5.0319
85 H -0.4247 -1.8462 -4.7828
86 H -0.0689 -3.4463 -4.1012
87 C 5.5710 2.6670 2.1664
88 C 4.3708 2.1911 1.5276
89 N 3.4429 1.7487 0.9817
90 H 6.3872 1.9528 1.9844
91 H 5.3998 2.7557 3.2490
92 H 5.8486 3.6531 1.7628

Force components x, y, z for each atom (eV/Å):
C -1.4 -0.1 0.6
C 1.7 -0.9 0.0
C 0.9 1.3 0.2
C -0.5 0.6 0.4
C 0.2 -1.4 -0.9
H 0.3 -0.3 -0.3
H -0.2 0.3 0.1
H 0.1 0.2 0.1
N 0.7 0.6 -0.2
P -0.7 0.6 0.4
P -0.5 -0.4 0.3
C -0.4 -0.7 -0.2
H 0.1 -0.2 0.1
H 0.0 -0.1 -0.1
C -1.3 0.7 -2.9
H 0.0 0.4 0.9
C -0.5 0.5 0.7
C 1.2 0.0 -0.4
C 0.2 0.3 0.2
C -0.2 -0.2 -0.5
C -0.1 0.1 0.1
H -0.1 -0.1 0.0
H -0.1 0.2 0.2
H 0.0 -0.2 0.0
C 0.0 -0.1 -0.2
H -0.1 -0.2 -0.1
H 0.1 0.1 -0.2
H -0.2 0.1 0.2
C 0.3 -0.3 -0.2
H -0.2 0.2 0.1
H 0.2 0.2 -0.3
H 0.1 -0.1 0.3
C -0.2 -0.4 0.4
H 0.0 -0.3 0.0
H 0.5 0.2 0.1
H -0.3 0.2 0.4
C 0.1 -0.4 -0.2
H -0.2 -0.3 0.1
H 0.4 0.2 0.2
H 0.0 0.2 -0.1
C 0.0 -0.2 0.5
H 0.5 0.1 0.3
H -0.3 0.3 0.4
H 0.0 -0.1 -0.3
C 0.1 0.3 0.1
H -0.1 -0.1 -0.2
H -0.2 0.2 0.0
H 0.1 -0.1 0.3
C 0.1 0.0 -0.1
H 0.1 0.1 -0.1
H -0.2 0.0 0.0
H 0.0 -0.2 -0.1
C 0.1 0.3 -0.1
H 0.3 0.1 -0.2
H -0.2 -0.1 -0.1
H 0.1 -0.1 0.2
C -0.1 -0.2 0.2
H 0.2 0.0 -0.1
H 0.1 0.1 0.2
H -0.1 0.2 0.0
C 0.1 0.1 0.0
H -0.1 0.4 -0.1
H 0.3 0.0 0.3
H -0.2 -0.3 0.0
C -0.2 0.1 -0.4
H 0.2 -0.2 -0.2
H -0.2 -0.2 0.1
H 0.1 0.0 0.3
Pb -1.0 -1.6 -0.7
C 1.0 1.1 2.8
O -0.9 -0.9 -2.4
N -1.1 -1.5 -0.8
C 0.8 1.7 1.1
C 0.1 -0.4 0.4
C -0.2 -0.3 0.2
C -0.2 0.4 -0.1
C 0.5 0.1 -0.4
H 0.0 0.2 0.0
H 0.2 0.1 -0.1
H 0.1 0.1 0.0
H -0.3 -0.1 0.1
H 0.1 0.0 0.0
H 0.1 0.0 -0.4
H 0.0 0.0 0.0
H -0.2 -0.3 -0.2
H -0.4 0.2 -0.2
C 0.5 0.4 0.4
C -1.6 -1.1 -1.3
N 2.3 1.3 1.5
H -0.3 0.2 0.1
H 0.1 0.0 -0.3
H -0.1 -0.4 0.1

These are the Löwdin partial charges, in e, on atoms 1 to 8:
1. C -0.373
2. C -0.401
3. C -0.072
4. C -0.063
5. C -0.075
6. H 0.109
7. H 0.111
8. H 0.110


Record 4
C22H32O2 | wB97M-V/def2-TZVPD

Values from the calculation:
ΔE to the lowest compared entry with this formula, charge and spin: 29.0 kcal/mol
2S+1: 1
Maximum force: 0.64 eV Å⁻¹
SMILES: CC/C=C/C/C=C/C/C=C\C/C=C\C/C=C/C/C=C/CCC(=O)O
Total charge: 0
HOMO-LUMO gap: 9.78 eV

Geometry (Å):
1 C -1.8748 -0.8095 -4.5765
2 C -2.6967 0.4728 -4.5503
3 C -2.0774 1.6080 -3.7920
4 C -0.9052 1.6012 -3.1816
5 C -0.3561 2.7492 -2.3826
6 C -0.5490 2.4528 -0.9226
7 C 0.3977 1.9884 -0.1235
8 C 0.1814 1.6134 1.3135
9 C 1.4352 1.7294 2.1245
10 C 1.6912 1.0511 3.2379
11 C 0.7429 0.0724 3.8787
12 C -0.5664 0.7240 4.2221
13 C -1.7663 0.1808 4.0907
14 C -2.0515 -1.2006 3.5675
15 C -2.2435 -1.1733 2.0783
16 C -1.5119 -1.8596 1.2167
17 C -1.7104 -1.8596 -0.2714
18 C -0.4604 -1.4025 -0.9639
19 C 0.4501 -2.2192 -1.4671
20 C 1.7185 -1.7769 -2.1278
21 C 2.9222 -1.9022 -1.1706
22 C 2.8629 -0.7750 -0.1719
23 O 3.2560 0.3430 -0.3837
24 O 2.2922 -1.1297 0.9776
25 H -0.9163 -0.6409 -5.0614
26 H -1.6943 -1.1739 -3.5676
27 H -2.4069 -1.5798 -5.1306
28 H -2.8823 0.8059 -5.5771
29 H -3.6765 0.2644 -4.1072
30 H -2.6835 2.5069 -3.7689
31 H -0.2863 0.7164 -3.1868
32 H -0.8791 3.6714 -2.6444
33 H 0.7082 2.8686 -2.5954
34 H -1.5580 2.5871 -0.5522
35 H 1.4002 1.8378 -0.5031
36 H -0.2004 0.5875 1.3701
37 H -0.5952 2.2522 1.7467
38 H 2.1704 2.4282 1.7482
39 H 2.6270 1.2189 3.7544
40 H 0.5676 -0.7721 3.2088
41 H 1.1964 -0.3150 4.7958
42 H -0.4789 1.7284 4.6166
43 H -2.6384 0.7646 4.3542
44 H -1.2446 -1.8881 3.8238
45 H -2.9708 -1.5679 4.0327
46 H -3.0449 -0.5362 1.7259
47 H -0.7027 -2.4904 1.5638
48 H -1.9515 -2.8783 -0.5897
49 H -2.5419 -1.2025 -0.5339
50 H -0.3185 -0.3314 -1.0093
51 H 0.3122 -3.2915 -1.3990
52 H 1.6394 -0.7374 -2.4515
53 H 1.9077 -2.3993 -3.0050
54 H 3.8487 -1.8109 -1.7381
55 H 2.8925 -2.8588 -0.6503
56 H 2.2072 -0.3507 1.5679

Force components x, y, z for each atom (eV/Å):
C -0.2 0.2 0.0
C 0.1 -0.1 0.0
C -0.2 -0.1 -0.2
C 0.0 0.2 0.0
C -0.1 -0.1 0.0
C 0.2 0.1 -0.1
C -0.1 0.1 0.1
C -0.1 -0.1 -0.1
C 0.0 0.1 0.0
C 0.2 0.0 0.1
C -0.1 0.0 0.0
C 0.0 0.0 0.2
C -0.1 -0.1 0.1
C 0.0 0.1 -0.1
C 0.0 -0.2 0.2
C -0.2 0.0 -0.2
C 0.1 0.0 0.1
C -0.2 -0.2 -0.1
C 0.0 0.1 -0.2
C 0.1 -0.1 0.2
C 0.0 0.1 -0.1
C 0.2 -0.1 0.0
O 0.1 0.3 -0.2
O -0.3 -0.3 0.5
H 0.1 0.0 0.0
H 0.1 -0.1 0.1
H 0.0 -0.1 0.0
H -0.1 0.0 0.0
H 0.0 0.0 -0.1
H 0.0 0.2 0.1
H 0.0 -0.2 0.0
H 0.1 0.0 -0.1
H 0.0 0.1 0.0
H -0.2 0.0 0.1
H 0.1 0.0 -0.1
H 0.0 0.0 0.1
H 0.0 -0.1 0.0
H 0.2 0.1 0.0
H 0.1 0.1 0.0
H 0.0 -0.1 0.0
H 0.0 -0.1 -0.1
H -0.1 0.1 0.0
H 0.0 0.2 0.1
H 0.0 -0.1 0.0
H 0.1 -0.1 0.1
H -0.1 0.1 -0.2
H 0.1 -0.1 0.2
H -0.1 0.0 -0.1
H -0.1 -0.1 0.0
H 0.1 0.2 -0.1
H -0.1 -0.2 0.0
H 0.0 0.0 -0.1
H 0.0 0.1 0.0
H 0.0 0.0 0.1
H 0.1 0.0 0.0
H 0.2 0.1 -0.3

These are the Löwdin partial charges, in e, on atoms 1 to 8:
1. C -0.113
2. C -0.259
3. C -0.119
4. C -0.124
5. C -0.194
6. C -0.117
7. C -0.120
8. C -0.178


- Which value of total charge does entry 1 give?
  +1